--- P ---
{"formula": "C27H30Br2FeGeNO2", "method": "the ωB97M-V functional and the def2-TZVPD basis", "symbols": ["C", "H", "H", "H", "C", "H", "H", "C", "H", "H", "H", "C", "H", "C", "C", "Fe", "H", "H", "H", "H", "N", "C", "H", "C", "C", "C", "H", "C", "C", "O", "C", "C", "H", "H", "C", "H", "H", "C", "H", "H", "Br", "H", "C", "O", "C", "C", "C", "Br", "C", "C", "C", "H", "H", "H", "H", "H", "C", "C", "C", "H", "C", "H", "H", "Ge"], "positions_angstrom": [[0.43, -0.85, 1.08], [-5.06, -3.82, -3.81], [0.12, 3.71, 2.66], [-2.22, 2.47, -0.12], [1.86, 3.58, -1.69], [-0.32, -2.73, 1.91], [-0.60, -1.32, 2.94], [-1.94, -1.49, 1.29], [2.85, -4.74, -2.13], [3.68, -1.37, -3.58], [-3.88, 0.99, 4.35], [-2.57, 2.14, 0.85], [2.24, 0.03, 3.29], [0.63, 1.96, -0.40], [0.29, 2.14, -2.79], [-2.03, -2.95, -1.43], [2.84, 3.32, 5.92], [1.46, -1.04, 1.38], [2.68, -0.98, -2.17], [4.14, -3.58, -2.41], [-0.24, -3.02, -2.35], [2.35, 2.89, 5.06], [-0.21, 1.82, -3.69], [-0.57, -1.67, 1.90], [-3.53, 1.29, 3.38], [0.86, -2.96, -2.69], [-5.80, -3.19, -2.27], [-2.21, 1.08, 2.99], [2.33, -3.53, -4.53], [-2.13, -2.19, 0.20], [0.82, 3.10, 3.23], [2.67, -1.42, -3.17], [2.06, 3.34, 0.42], [-1.51, 0.65, 3.69], [1.44, 3.65, 4.34], [-0.72, 0.73, -1.54], [1.45, 3.64, -3.80], [3.10, -3.69, -2.12], [1.22, 4.67, 4.63], [3.38, -3.53, -4.84], [-3.82, -1.81, -2.97], [1.98, -4.56, -4.53], [2.26, -2.90, -3.13], [-2.78, -0.74, 1.73], [-4.37, 1.92, 2.50], [1.09, 1.79, 2.83], [1.22, 3.16, -2.85], [-3.89, -4.72, -1.78], [-4.89, -3.42, -2.81], [2.63, 1.59, 4.68], [-3.88, 2.34, 1.22], [-5.40, 2.12, 2.75], [3.33, 1.00, 5.25], [2.02, -0.83, -3.80], [0.35, -1.10, 0.02], [2.59, 4.38, -1.74], [-1.70, 1.47, 1.70], [1.56, 2.99, -0.48], [2.00, 1.05, 3.57], [1.76, -2.96, -5.26], [0.01, 1.53, -1.58], [2.98, -3.30, -1.11], [-4.58, 2.81, 0.55], [0.19, 1.09, 1.27]], "lowdin_spin": [0.007, 0.001, 0.001, -0.004, 0.000, 0.001, 0.001, 0.036, 0.000, 0.000, -0.001, 0.002, 0.000, 0.000, 0.000, 3.657, 0.000, 0.001, 0.000, 0.000, 0.035, 0.002, 0.000, 0.005, 0.044, 0.029, 0.000, 0.261, 0.001, 0.146, 0.006, 0.001, 0.000, 0.007, 0.001, 0.000, 0.000, 0.001, 0.000, 0.000, 0.046, 0.000, 0.003, 0.166, 0.083, 0.009, 0.000, 0.043, -0.002, 0.003, 0.200, 0.002, 0.000, 0.000, 0.000, 0.000, 0.186, 0.000, 0.001, 0.000, 0.000, 0.000, 0.009, 0.009], "gap_ev": [8.0, 5.4], "total_charge": 2, "e_lumo_ev": [-5.7, -8.3], "spin_multiplicity": 6}

--- Q ---
{"formula": "C27H30Br2FeGeNO2", "method": "the ωB97M-V functional and the def2-TZVPD basis", "symbols": ["C", "C", "C", "C", "H", "C", "C", "H", "C", "C", "H", "C", "O", "H", "C", "H", "H", "H", "H", "Ge", "H", "Fe", "C", "H", "C", "H", "H", "C", "Br", "C", "C", "H", "H", "C", "H", "H", "Br", "H", "C", "H", "C", "H", "H", "C", "H", "C", "O", "H", "C", "N", "H", "H", "H", "C", "C", "C", "C", "H", "C", "H", "H", "H", "C", "H"], "positions_angstrom": [[1.38, 1.46, 2.06], [0.44, -4.36, 2.95], [1.90, -0.33, 0.56], [-1.53, -0.88, -1.51], [-0.55, -1.79, 2.55], [2.28, 0.96, 2.98], [-0.22, 2.84, -3.08], [-2.17, 4.04, -0.26], [-0.96, -5.47, -2.79], [-1.30, -2.51, 2.87], [1.21, -3.65, 2.64], [0.54, 2.06, -2.20], [-1.94, -1.96, -2.10], [0.25, 7.11, 1.48], [2.30, 1.94, -3.83], [-1.20, 3.20, -2.79], [0.71, -5.36, 2.62], [1.92, 2.95, -5.69], [-2.61, 1.95, 0.09], [-0.11, 1.54, -0.44], [2.30, 5.81, 1.01], [-0.88, -3.50, -2.18], [1.82, 1.63, -2.58], [-2.71, 0.75, -2.14], [0.17, 6.13, 1.03], [-2.28, -2.22, 2.49], [-1.35, -2.51, 3.96], [-1.99, 1.08, -0.10], [-2.67, -4.87, -3.22], [-0.89, -3.93, 0.95], [1.17, 0.83, 0.83], [2.12, 3.62, -0.14], [3.28, 1.61, -4.14], [1.33, 5.41, 0.76], [-0.32, 3.75, -5.01], [-0.32, -5.67, -3.64], [1.23, -3.24, -2.87], [3.42, -1.69, 1.22], [-0.04, 3.65, -0.09], [-3.01, -4.65, 2.48], [-1.20, 4.41, 0.04], [1.78, -0.84, -0.39], [-2.06, -4.97, 3.93], [1.23, 4.18, 0.13], [-1.97, 6.22, 0.88], [-2.54, 0.19, -1.21], [-0.35, -0.73, -1.16], [-1.80, -5.95, 2.48], [3.01, -0.18, 2.69], [-0.85, -3.92, -0.20], [2.43, 1.05, -1.89], [-1.95, 0.50, 0.83], [3.73, -0.56, 3.40], [0.27, 3.15, -4.34], [-1.09, 5.64, 0.67], [-0.94, -3.94, 2.42], [-2.03, -4.95, 2.84], [2.42, 1.47, 3.93], [1.53, 2.70, -4.71], [0.39, -4.36, 4.04], [0.82, 2.36, 2.31], [-3.49, -0.28, -0.96], [2.83, -0.82, 1.47], [-0.90, -6.10, -1.91]], "lowdin_spin": [0.001, 0.001, 0.000, 0.017, 0.000, 0.000, 0.047, 0.005, -0.299, 0.001, 0.000, 0.095, 0.132, 0.005, 0.012, 0.000, 0.000, 0.002, 0.000, 0.068, 0.001, 3.800, 0.033, 0.001, 0.091, 0.000, 0.000, 0.007, -0.055, 0.027, -0.001, 0.005, 0.000, 0.015, -0.001, -0.006, 0.303, 0.000, 0.345, 0.000, 0.082, 0.000, 0.000, 0.098, 0.003, 0.006, 0.027, 0.000, 0.000, 0.059, 0.002, 0.000, 0.000, -0.002, 0.032, 0.003, 0.001, 0.000, 0.044, 0.000, 0.000, 0.001, 0.000, -0.009], "gap_ev": [5.4, 5.9], "total_charge": 2, "e_lumo_ev": [-8.5, -8.1], "spin_multiplicity": 6}

On energetic grounds, P is preferred over the next structure by 22.6 kcal/mol.